Entry 1:
C38H30BrCl4KNO2PS | wB97M-V/def2-TZVPD

Its HOMO-LUMO gap is 6.0 eV. For the relative energy (zero: lowest compared OMol25 entry of this formula, charge and spin), the calculation gives 0.0 kcal per mole. The spin multiplicity is 1. Its net charge is -2. The calculated total energy is -202063.669 eV.

Last column: Mulliken charge in e.
CARTESIAN COORDINATES (ANGSTROEM)
H 0.1867 1.8873 4.4647  0.3407
H 0.5069 -4.3156 -0.0292  0.4270
C 4.6993 3.4952 2.7008  -0.3713
C 3.5279 1.3946 2.6417  -0.2155
H 7.0358 -3.0600 -0.9668  0.3596
C 4.9959 -3.5974 -0.6520  -0.9261
H -1.9997 -1.6642 -4.7696  0.3944
S -1.2964 5.0928 1.5620  -0.4343
C 1.0517 -2.2254 -0.2470  0.6579
H 2.8356 -5.1302 -0.2552  0.2631
C 6.0138 -2.7138 -0.8628  -0.3686
H 1.3872 3.9806 2.1657  0.0062
H 5.1949 -4.6628 -0.5857  0.3030
Cl -2.2476 8.1755 1.5084  -0.2514
C -4.5346 -1.9763 -4.2620  -0.6917
C 2.3146 3.4482 2.3600  -0.3132
H -1.2462 1.3866 3.5267  0.2923
C 3.3386 -1.7560 -0.5924  -0.2149
H 5.6461 1.5786 2.9030  0.3616
C -3.0520 -5.3322 1.3490  -0.6487
H 6.5372 -0.6242 -1.1283  0.3664
H 0.1496 -0.9968 3.0474  0.2406
C 3.4967 4.1601 2.4932  -0.6650
C -3.0227 -4.6212 0.1621  1.0331
C 5.7386 -1.3326 -0.9536  -0.6879
H -1.3350 9.3869 -0.7791  0.3554
K 0.3113 0.9301 -1.1792  1.0203
H 1.5416 -0.3496 3.9544  0.4634
H -0.5068 2.9575 3.2145  0.1782
H 3.4746 5.2409 2.4192  0.4095
C -2.7570 -2.5890 1.3682  0.6627
H 0.8059 6.2118 -2.7156  0.3708
H -2.3504 -1.5944 -1.0641  0.1085
C 1.0967 -0.4593 2.9617  -1.1161
C 1.3223 -3.6125 -0.1812  -0.7346
C -1.2886 7.5051 0.2088  0.4763
C 4.4514 -0.8933 -0.8229  0.2449
H -6.5958 -2.3388 -4.7517  0.3513
O -0.8757 0.3631 -3.8602  -0.7984
C 2.3154 2.0529 2.4473  0.2911
C -1.5604 -0.3539 -3.1193  0.7415
C -3.5233 -2.0358 -3.3133  0.4655
C -0.1131 5.7654 -0.8519  0.5185
C -2.9145 -4.6666 2.5556  -0.5656
C -3.8451 -2.5182 -2.0306  0.3837
C 3.6572 -3.1483 -0.5162  1.0750
C -5.8313 -2.3946 -3.9865  -0.6443
H 0.0030 -1.9431 -0.1224  0.2146
C 0.2132 6.6045 -1.9004  -0.7494
O -1.7996 -0.1343 -1.8908  -1.0756
C 2.0088 -1.2431 -0.4457  -0.7335
C -0.9760 8.3670 -0.8257  -0.7636
Cl -2.5950 -0.8667 1.4224  -0.1213
H -3.1522 -6.4083 1.3099  0.4107
C -2.7542 -3.2909 2.5608  -0.6953
H 0.0300 8.5871 -2.7151  0.3229
H -4.2863 -1.6070 -5.2510  0.3856
N -2.8315 -2.5175 -1.0622  0.7028
H -1.4430 -2.4599 -3.2929  0.2780
C -6.1265 -2.8924 -2.7282  -0.6813
Cl 0.5096 4.1340 -0.9703  -0.1181
H -2.6382 -2.7436 3.4862  0.4312
H 5.6230 4.0550 2.7920  0.3452
C -5.1399 -2.9490 -1.7554  -0.2079
C -2.1070 -1.6814 -3.6863  -1.1811
C 4.7113 2.1104 2.7693  -0.5485
C -0.2181 7.9225 -1.8978  -0.2929
Br 4.1715 0.9883 -0.9693  -0.1764
H 1.7415 -1.0520 2.3131  0.1579
C -2.8972 -3.2231 0.1213  -1.0634
C -0.8857 6.1464 0.2744  -0.4397
H -7.1302 -3.2260 -2.4923  0.3651
H -2.9206 -5.2179 3.4865  0.3612
C 2.6041 -4.0708 -0.3067  -1.0036
C -0.2959 1.9229 3.4847  -1.0428
P 0.7419 1.1587 2.1731  0.9680
H -5.3762 -3.3132 -0.7626  0.4385
H 3.5607 0.3126 2.6680  0.2301
Cl -3.0824 -5.5193 -1.3243  -0.2324

Cartesian forces, eV/Å:
H -0.0001 -0.0113 -0.0013
H -0.0043 -0.0106 -0.0019
C -0.0058 0.0006 0.0027
C 0.0065 0.0112 0.0037
H -0.0013 -0.0067 0.0020
C 0.0020 0.0115 0.0032
H -0.0063 0.0204 -0.0062
S 0.0653 -0.0319 0.0329
C 0.0395 -0.0846 0.0334
H -0.0063 -0.0017 0.0007
C -0.0064 -0.0053 -0.0022
H -0.0106 -0.0007 0.0019
H 0.0031 -0.0004 -0.0012
Cl 0.0030 -0.0022 -0.0040
C -0.0064 0.0017 -0.0033
C -0.0129 -0.0108 -0.0128
H -0.0015 0.0042 -0.0049
C -0.0030 0.0063 0.0482
H -0.0006 0.0011 -0.0020
C 0.0064 0.0175 -0.0095
H 0.0010 -0.0021 0.0011
H -0.0044 0.0070 0.0005
C -0.0108 0.0160 -0.0028
C -0.0128 0.0013 -0.0058
C 0.0046 0.0224 0.0017
H 0.0060 0.0042 -0.0134
K 0.3900 0.2582 0.0371
H 0.0009 0.0028 -0.0006
H -0.0205 0.0149 -0.0079
H 0.0063 -0.0030 0.0001
C -0.0114 -0.0423 0.0294
H 0.0007 0.0090 -0.0069
H 0.0321 -0.1573 -0.0626
C -0.0211 -0.0395 0.0019
C -0.0151 0.0110 0.0127
C -0.0044 0.0182 0.0011
C 0.0187 -0.0247 0.0030
H -0.0060 0.0025 0.0052
O 0.0435 -0.0080 -0.0259
C -0.0004 -0.0146 -0.0105
C -0.0001 -0.0295 0.1663
C 0.0730 -0.1132 0.0270
C 0.0370 -0.0144 -0.0580
C -0.0089 -0.0066 0.0092
C -0.0744 -0.0264 -0.1682
C -0.0007 -0.0084 0.0027
C 0.0221 0.0040 0.0000
H -0.0112 0.0383 -0.0137
C -0.0104 -0.0016 0.0162
O -0.5091 -0.3481 -0.0682
C -0.0474 0.0039 -0.0552
C -0.0138 -0.0141 0.0338
Cl 0.0406 0.0414 -0.0511
H 0.0032 0.0007 0.0049
C 0.0072 0.0142 -0.0175
H 0.0004 0.0002 0.0002
H -0.0064 0.0027 0.0011
N 0.0850 0.2506 0.0775
H 0.0130 0.0132 -0.0082
C -0.0267 -0.0094 -0.0134
Cl 0.0059 0.1240 0.1188
H 0.0060 -0.0038 0.0007
H 0.0000 -0.0062 -0.0008
C 0.0329 0.0524 0.0337
C -0.0706 0.0176 0.0155
C -0.0024 0.0078 0.0037
C 0.0096 0.0049 -0.0255
Br -0.0371 0.0054 -0.0208
H 0.0093 0.0111 -0.0008
C 0.0286 0.0161 -0.0205
C 0.0018 -0.0046 -0.0051
H 0.0018 -0.0059 0.0020
H 0.0053 -0.0013 -0.0023
C 0.0120 0.0059 0.0034
C 0.0411 0.0212 0.0390
P -0.0681 -0.0319 -0.0610
H 0.0031 -0.0125 0.0069
H -0.0040 0.0043 -0.0046
Cl -0.0045 0.0135 -0.0041

***

Entry 2:
C38H30BrNO8PTl | wB97M-V/def2-TZVPD

Its HOMO-LUMO gap is 5.2 eV. For the relative energy (zero: lowest compared OMol25 entry of this formula, charge and spin), the calculation gives 15.4 kcal per mole. The spin multiplicity is 1. Its net charge is -2. The calculated total energy is -141790.259 eV.

Last column: Mulliken charge in e.
CARTESIAN COORDINATES (ANGSTROEM)
C -0.1194 -1.2473 5.9444  -0.1797
C -2.4720 2.7800 3.3614  1.2675
H 0.5626 1.1443 -3.2526  0.1521
C -1.6917 1.4366 1.3898  -1.1399
C -0.7024 -3.9507 3.4472  -0.6700
H 1.1975 2.0102 -7.2299  0.3561
C -3.0581 -2.6354 2.7866  -0.5222
C 1.1167 -0.0082 7.5971  -0.4450
H 4.9498 -2.2704 0.9011  0.4411
H -5.0538 1.0724 1.9731  0.3898
H -2.5272 3.1588 -5.3841  0.5360
O -1.3010 2.3484 -1.8034  -0.6167
C -0.0104 -0.7261 7.2268  -0.6910
C 0.5337 2.0577 -6.3727  -0.2419
C -4.0411 1.4357 2.1319  -0.7807
C -1.8971 -4.6522 3.3898  -0.5735
C 0.9008 -1.0527 5.0208  0.3775
C 1.9142 -2.6739 -2.3440  0.6848
C -1.9354 2.3862 -2.8890  0.2607
C 3.8887 -4.2128 3.4713  -0.7578
H -2.9619 3.9961 5.0789  0.3144
C 0.1441 3.7121 3.7365  -1.0042
H -3.9680 -2.1195 2.5043  0.4637
H -3.2735 0.3434 0.4552  0.5040
H 1.1890 0.4165 8.5909  0.3651
C -0.1306 2.8446 2.7132  -0.3984
H -4.0034 -4.5532 2.9927  0.3336
H 2.1831 -2.5779 -4.2052  0.3766
H 2.8102 -0.1517 4.6645  0.3645
O 1.8302 -3.2345 -3.5903  -0.4950
C -1.4380 2.3445 2.4739  1.3771
H 0.6683 2.5192 2.0598  0.0135
C -1.0700 2.2024 -4.1628  0.5569
O -1.9928 -2.0956 -2.7393  -0.8041
H 0.2159 -4.4772 3.6721  0.1790
O -3.1359 2.6100 -3.0971  -0.7587
C -1.5370 2.7240 -5.3594  -0.5749
H -0.8188 -0.8625 7.9355  0.3968
Br -1.2605 3.3910 -8.1443  -0.2815
H -1.8410 -0.8625 2.6410  -0.0250
C -0.8937 -2.4236 -0.6479  0.7724
H 1.1539 4.0773 3.8903  0.3846
H 2.7871 -1.1717 1.3662  0.3076
H -1.9045 -5.7159 3.5965  0.3732
H -1.1921 -1.6453 0.0580  -0.7048
C -0.7105 2.6517 -6.4634  0.1625
O 2.8376 -1.9489 -2.0520  -0.5956
H 0.4464 -4.1678 -1.9017  0.3077
H 5.6296 -4.2705 2.2205  0.3677
H -4.5793 2.6326 3.8263  0.2823
C 4.3257 -2.6427 1.7028  -0.5765
C -1.0179 -1.8095 -2.0454  0.4022
C 2.2943 -2.4772 2.9834  0.3383
O -0.0486 -1.0271 -2.3105  -0.6736
N 0.9687 1.5186 -5.2373  -0.6397
H -0.6652 4.8259 5.4090  0.3761
C -0.6859 -2.5839 3.1866  0.8813
C -3.7866 2.3006 3.1614  -0.8803
H 3.0103 0.7735 6.9554  0.3829
O 0.4344 -2.8608 -0.3012  -0.1894
C 0.1843 1.5980 -4.1585  0.0584
Tl 0.3242 1.0270 -0.2978  0.9466
O 0.6951 -0.3098 2.4193  -0.3100
C -3.0031 1.0184 1.2682  -0.3432
C 2.6972 -3.5653 3.7566  -0.4581
C -3.0766 -3.9961 3.0557  -0.6072
H -1.5655 -3.2808 -0.5463  0.2315
C 4.7016 -3.7556 2.4402  -0.4611
C 3.1193 -2.0075 1.9685  -0.2535
C 1.1330 -3.5244 -1.3431  -0.6379
H 1.8749 -4.1472 -0.8410  0.3296
P 0.7788 -1.5229 3.2590  1.1578
H 2.0892 -3.9009 4.5888  0.3617
H -1.0113 -1.7895 5.6525  0.3930
C -2.1618 3.6770 4.4154  -0.8291
C -0.8879 4.1370 4.6006  -0.3752
C -1.8681 -1.9265 2.8598  -0.2118
H 4.1867 -5.0735 4.0588  0.3912
C 2.0304 -0.3259 5.3981  -0.5606
C 2.1393 0.1926 6.6767  -0.6517

Cartesian forces, eV/Å:
C -0.0104 -0.0500 -0.0933
C 0.1835 -0.0371 -0.1045
H -0.0405 -0.0141 -0.0210
C 0.3256 -0.0036 -0.2657
C 0.0369 -0.0187 -0.0185
H -0.0492 0.0031 -0.0256
C -0.1253 -0.0114 -0.0046
C -0.0379 -0.0118 -0.1062
H 0.0052 -0.0454 -0.0228
H 0.0183 0.0123 -0.0147
H 0.0111 0.0264 0.0016
O -0.0689 -0.0869 -0.0975
C -0.0121 0.0340 0.1285
C -0.0215 -0.0566 0.0561
C 0.0193 0.0029 0.0700
C -0.0043 -0.0270 0.0143
C 0.0288 -0.0305 -0.0342
C 1.6635 -0.6924 0.5894
C 0.1604 -0.0440 -0.2208
C -0.0177 -0.0344 0.0712
H 0.0085 -0.0007 -0.0163
C 0.0276 -0.0376 -0.0514
H 0.0400 0.0200 0.0095
H -0.0071 0.0777 0.0134
H 0.0087 -0.0212 0.0028
C 0.0426 0.1011 0.0979
H -0.0087 0.0164 -0.0043
H 0.1997 -0.0086 0.0035
H 0.0196 0.0278 0.0554
O -0.7557 0.5679 0.0283
C -0.2703 -0.0978 0.1104
H -0.0016 -0.0485 0.0070
C -0.1575 0.1541 0.1247
O -0.2105 -0.1883 0.0119
H -0.0311 -0.0134 -0.0090
O 0.1212 0.0447 0.1120
C 0.0230 -0.0888 -0.0046
H 0.0087 -0.0213 -0.0260
Br 0.0045 -0.0198 0.0362
H -0.0551 -0.0128 -0.0750
C 0.0141 -0.5800 -0.0573
H -0.0012 -0.0209 -0.0249
H -0.0034 0.0538 -0.0270
H -0.0047 0.0058 -0.0382
H 0.1678 -0.0928 0.2262
C 0.0145 0.0387 -0.0598
O -0.9092 0.2058 -0.1517
H 0.0201 -0.0267 -0.0436
H -0.0007 0.0325 -0.0093
H 0.0109 -0.0005 -0.0033
C -0.0076 -0.0243 -0.0487
C 0.6629 0.5254 -0.1961
C -0.0659 0.0475 -0.0241
O -0.1701 -0.2682 -0.0969
N 0.0358 0.0197 0.0239
H -0.0176 -0.0092 0.0015
C 0.1337 -0.0009 -0.1580
C -0.0932 -0.0452 0.0340
H 0.0052 -0.0217 -0.0211
O 0.4281 0.3695 -0.2423
C 0.0611 0.0132 -0.0444
Tl -0.4731 0.1362 0.1020
O 0.1776 -0.2016 -0.1055
C 0.1050 -0.0910 -0.1857
C 0.0012 0.0372 -0.0265
C 0.1054 0.0216 0.0222
H -0.1204 -0.0045 -0.0066
C -0.0014 0.0560 0.0159
C -0.0704 -0.1590 -0.1925
C -1.1339 0.2948 0.4169
H 0.1217 -0.0276 -0.0615
P -0.1105 0.1349 0.5523
H 0.0116 0.0101 0.0046
H 0.0150 0.0142 0.0268
C 0.0129 0.0481 0.0462
C -0.0559 -0.0098 0.0314
C 0.0472 0.1242 -0.0006
H 0.0100 0.0201 -0.0063
C -0.0128 -0.0181 -0.0452
C 0.0193 0.0271 0.0450

***

Entry 3:
C38H30ClN6O4SSr | wB97M-V/def2-TZVPD

Its HOMO-LUMO gap is 6.6 eV. For the relative energy (zero: lowest compared OMol25 entry of this formula, charge and spin), the calculation gives 10.0 kcal per mole. The spin multiplicity is 1. Its net charge is -1. The calculated total energy is -81222.503 eV.

Last column: Mulliken charge in e.
CARTESIAN COORDINATES (ANGSTROEM)
H -2.6874 1.5175 -3.9509  0.5385
C -4.2459 3.7565 1.7529  -0.7410
H 1.0505 -3.2045 4.9971  0.3979
S -3.5164 -2.4056 -1.2702  -0.3628
H 1.2235 1.6732 4.6255  0.4003
H 4.6311 4.5751 -5.0525  0.2623
C 2.4264 1.7048 -2.6675  -0.3636
C 1.9291 0.3277 3.0986  -1.0790
H 3.3793 1.3815 -2.2660  0.4358
C 3.4839 -3.9953 1.0152  -0.4471
C -0.1298 -3.1323 3.1909  0.4581
H 1.1017 4.0292 -4.7945  0.3789
H 3.4430 -4.4369 2.0024  0.4810
N 0.3426 -0.2479 1.3971  1.2551
C 2.3775 2.7360 -3.5653  0.9610
H -2.6879 2.4149 -2.4285  0.3319
C -2.4553 2.1865 1.3576  -0.3862
N -3.6817 -0.0157 0.2224  -1.2783
C -3.7724 2.4514 1.7281  -0.1059
H -3.4694 -2.4115 3.1099  0.4654
C 3.5890 4.3101 -4.8916  -0.9146
C 0.9919 1.1517 3.7044  -0.7539
H 5.6245 -4.2495 0.8645  0.3871
N -2.4128 -0.1930 0.6815  0.9692
Cl -0.7488 -2.6776 7.1544  -0.2900
H -0.9417 2.9186 -4.0970  0.3274
C -2.1087 4.5605 1.0172  -0.8874
C -0.2433 1.3077 3.1104  -0.7858
C -0.9881 -2.7745 5.4149  0.2551
C 3.6436 -2.9247 -1.5444  1.5259
C -0.0096 1.4860 -2.8025  0.2912
C -0.5376 0.6050 1.9407  -0.4542
C 4.7330 -3.8944 0.3619  -0.8944
H -4.4214 1.6269 1.9883  0.4298
C 2.3266 -3.5321 0.4415  -0.2309
C 1.1507 3.2101 -4.0960  -1.0018
N 1.0682 -3.4482 1.0871  -0.0284
H -3.3773 0.7741 -2.4916  0.1081
H -3.7982 5.8297 1.4035  0.3849
C -4.1739 -0.9947 -0.5536  0.2661
O 1.3218 0.1348 -1.3255  -0.1066
H -0.9898 1.9642 3.5379  0.5998
C 1.2431 1.0336 -2.2040  -0.1090
H -0.6086 3.0594 0.7007  0.5299
C 0.0014 2.5714 -3.6894  -1.2512
C -2.2729 -2.5464 4.8819  -0.5538
H 3.0450 5.1964 -4.5556  0.3380
H -5.9471 -0.0441 -0.2877  0.2298
N 1.2235 -2.7728 -1.5801  -0.5083
O 3.5837 3.2916 -3.9128  -0.4499
H -1.4558 5.3740 0.7258  0.3925
C 2.5042 -2.0912 -3.4910  -0.6770
H -3.0873 -2.3152 5.5581  0.3968
C 1.5552 -0.3433 1.9527  -0.7665
Sr -0.7149 -1.7486 -0.3115  1.6726
H 1.9831 -3.3630 2.9383  0.0936
O -1.2672 -0.2914 -1.9482  -0.1316
C -1.2565 0.8085 -2.5046  0.8623
N -5.4785 -0.6978 -0.8931  -0.4906
H -5.2714 3.9463 2.0465  0.3738
C -2.4913 -2.6030 3.5346  -0.5839
C -1.6320 3.2558 1.0070  -0.0532
C -1.4295 -2.9029 2.6152  0.5175
C -3.4202 4.8146 1.3942  -0.3762
C 4.8232 -3.3351 -0.8767  -0.8726
H 3.1576 3.9643 -5.8331  0.3555
C -2.5888 1.4197 -2.8668  -1.7326
H 2.2636 -0.9867 1.4388  0.4028
C -1.8766 0.8102 1.2821  0.7971
C 3.6653 -2.4028 -2.8619  -0.8568
H 4.6214 -2.2599 -3.3543  0.3632
H 2.9234 0.1996 3.5043  0.5077
H 5.7792 -3.2198 -1.3741  0.3759
H 2.4894 -1.6793 -4.4909  0.4084
C 1.0431 -3.3485 2.3724  -0.2177
C 1.2907 -2.3053 -2.8009  -0.4237
C 0.0581 -3.0504 4.5846  -0.9386
H 0.3458 -2.0723 -3.2847  0.5847
O -1.6212 -2.9328 1.3698  -0.9022
C 2.3887 -3.0652 -0.9229  0.6652
H -6.0095 -1.4628 -1.2707  0.2294

Cartesian forces, eV/Å:
H -0.0034 0.0021 0.0290
C 0.0276 -0.0439 0.0069
H -0.0214 0.0027 -0.0127
S -0.2548 0.2084 0.2781
H 0.0045 -0.0075 -0.0244
H 0.0327 -0.0128 0.0150
C -0.1110 0.0135 -0.0121
C 0.0077 0.0540 0.0514
H -0.0170 0.0139 -0.0105
C 0.2110 -0.0552 0.0734
C 0.2672 -0.0097 -0.1278
H 0.0139 0.0354 -0.0237
H 0.0450 0.0073 0.0116
N 0.1811 0.6957 0.8084
C -0.1077 0.1405 -0.1180
H -0.0061 -0.0084 -0.0097
C 0.0573 -0.1098 0.0139
N 0.3175 -0.5575 -0.1572
C -0.0475 0.0000 0.0874
H 0.0245 -0.0129 0.0133
C -0.0466 -0.0988 0.1399
C -0.0006 0.0138 0.0492
H -0.0233 -0.0061 0.0144
N -0.8768 0.5049 0.0551
Cl -0.0150 -0.0064 -0.1292
H 0.0163 -0.0155 0.0120
C -0.0141 -0.0836 0.0089
C -0.0297 0.0987 0.0266
C -0.1627 0.0399 0.0325
C 0.0365 -0.0368 -0.2154
C -0.0459 -0.0116 0.0420
C -0.2533 -0.0015 -0.2261
C -0.1148 -0.0237 0.1010
H 0.0396 0.0473 -0.0231
C -0.4521 0.1637 -0.0306
C 0.0874 -0.1921 0.1765
N 0.4850 0.0985 -0.3034
H -0.0220 -0.0180 0.0228
H -0.0023 -0.0030 0.0039
C 0.0617 0.4890 0.0025
O -0.0330 -0.0102 -0.0626
H 0.0307 -0.0228 -0.0054
C -0.0385 -0.0720 0.1000
H -0.0543 0.0064 0.0213
C 0.0372 0.0500 -0.0372
C 0.0111 0.0135 0.1003
H -0.0238 0.0249 0.0100
H -0.0091 0.0188 0.0095
N 0.8292 -0.2906 -0.2957
O 0.1038 0.0756 -0.0893
H -0.0010 -0.0092 -0.0005
C -0.2001 0.0189 -0.0242
H 0.0093 0.0010 0.0079
C -0.1703 -0.0901 -0.2843
Sr 0.7299 -0.9848 -0.6150
H -0.0044 -0.0141 0.0647
O -0.4365 1.0272 -1.1968
C 0.3590 0.0169 -0.0004
N -0.0150 -0.2049 -0.0990
H 0.0063 0.0009 -0.0001
C 0.1176 -0.0285 0.0666
C 0.0508 0.1065 -0.0836
C 0.1649 -0.1531 -0.1342
C 0.0242 -0.0419 -0.0066
C -0.0330 0.0246 -0.0594
H -0.0259 -0.0168 -0.0547
C -0.0243 0.1268 -0.1025
H -0.0863 0.0196 0.0135
C 0.2845 0.0918 0.3626
C 0.1736 -0.0379 0.0784
H -0.0129 -0.0081 0.0224
H -0.0044 0.0059 -0.0031
H -0.0217 -0.0116 -0.0023
H -0.0070 0.0056 0.0234
C -0.3096 -0.0083 0.0719
C 0.1395 -0.1293 0.0673
C 0.1022 -0.0197 -0.0508
H 0.0335 0.0410 0.0349
O -0.6715 -0.8073 1.3682
C -0.3012 -0.0491 0.1178
H -0.0118 0.0198 0.0153

***

Question: Look up the calculated total energy of the first one.
Answer: -202063.669 eV

***

Question: Among the records above, which one has the highest net charge?
Answer: C38H30ClN6O4SSr

***

Question: Which of these has the highest net charge?
Answer: C38H30ClN6O4SSr

***

Question: Number 2 is which compound?
Answer: C38H30BrNO8PTl